#P
Formula: C5H10FN
Source: the Open Molecules 2025 dataset
Level of theory: wB97M-V/def2-TZVPD

Results
Frontier orbital gap (Ha): 0.3773
SMILES: C[C@@]1(CF)CCN1

Element x y z (Å)
C -0.13 1.69 -0.35
C 0.26 0.26 -0.10
C 1.68 0.19 0.17
F 2.15 -1.20 -0.17
C -0.77 -0.43 0.90
C -1.12 -1.48 -0.20
N -0.33 -0.55 -1.18
H 0.08 2.00 -1.34
H -1.33 1.53 -0.57
H 0.05 2.31 0.52
H 1.59 0.49 1.46
H 2.26 0.97 -0.44
H -0.30 -0.80 1.71
H -1.48 0.34 1.26
H -2.24 -1.44 -0.40
H -0.81 -2.67 0.13
H 0.44 -1.22 -1.41

#Q
Formula: C5H10FN
Source: the Open Molecules 2025 dataset
Level of theory: wB97M-V/def2-TZVPD

Results
Frontier orbital gap (Ha): 0.3679
SMILES: C=CN(F)CCC

Element x y z (Å)
C 1.16 -1.66 2.23
C 0.21 -0.93 1.73
N 0.12 -0.61 0.32
F 1.14 -1.22 -0.43
C 0.25 0.81 0.09
C -0.13 1.06 -1.39
C -1.47 0.49 -1.70
H 1.28 -1.62 3.34
H 1.87 -1.96 1.52
H -0.59 -0.41 2.31
H 1.38 0.96 0.29
H -0.32 1.49 0.69
H 0.07 2.11 -1.52
H 0.54 0.45 -2.07
H -1.64 0.43 -2.82
H -1.55 -0.53 -1.31
H -2.35 1.14 -1.31

Structures ranked by computed energy, the most stable listed first: #Q, #P.

#P
Formula: C56H70N14
Source: the Open Molecules 2025 dataset
Level of theory: wB97M-V/def2-TZVPD

Results
Frontier orbital gap (Ha): 0.3039

Element x y z (Å)
N 0.29 0.62 -1.70
C 1.07 1.32 -0.83
C 0.73 0.97 0.42
C -0.16 -0.08 0.33
C -0.51 -0.18 -1.02
H 0.33 0.61 -2.71
H 1.79 1.99 -1.27
H 1.14 1.31 1.36
H -0.54 -0.71 1.11
H -1.18 -0.88 -1.49
N -8.90 0.73 -1.41
C -8.91 0.45 -0.06
C -7.62 0.22 0.34
C -6.82 0.35 -0.79
C -7.62 0.69 -1.90
H -9.70 0.92 -2.00
H -9.87 0.42 0.43
H -7.20 -0.09 1.28
H -5.76 0.23 -0.91
H -7.50 0.92 -2.95
N -4.14 -2.10 1.12
C -4.91 -2.15 2.24
C -4.73 -0.90 2.81
C -4.01 0.04 2.03
C -3.67 -0.82 0.95
H -3.99 -2.86 0.47
H -5.35 -3.09 2.51
H -5.01 -0.68 3.83
H -3.67 1.03 2.29
H -3.02 -0.64 0.11
N 0.85 3.91 3.33
C -0.43 3.41 3.58
C -0.31 2.19 4.09
C 1.01 1.90 4.28
C 1.68 2.97 3.81
H 1.11 4.84 3.01
H -1.30 4.02 3.39
H -1.19 1.59 4.31
H 1.47 1.02 4.71
H 2.73 3.21 3.96
N 2.00 0.33 -4.60
C 2.83 1.37 -4.34
C 2.31 2.51 -4.90
C 1.16 2.10 -5.60
C 0.90 0.77 -5.30
H 2.18 -0.64 -4.36
H 3.72 1.08 -3.80
H 2.76 3.49 -4.87
H 0.58 2.72 -6.27
H 0.15 0.03 -5.54
N -1.82 -2.16 3.87
C -0.67 -1.84 4.53
C -0.26 -3.00 5.25
C -1.20 -4.02 5.06
C -2.14 -3.44 4.22
H -2.32 -1.54 3.24
H -0.20 -0.87 4.45
H 0.66 -2.97 5.81
H -1.28 -5.06 5.36
H -3.07 -3.83 3.84
N -4.23 -4.18 -2.04
C -4.13 -4.60 -0.77
C -2.81 -4.53 -0.39
C -2.11 -3.94 -1.42
C -3.04 -3.70 -2.47
H -5.03 -4.25 -2.65
H -5.06 -5.02 -0.39
H -2.43 -4.85 0.57
H -1.05 -3.76 -1.34
H -3.01 -3.23 -3.44
N 1.11 -4.18 2.69
C 1.00 -3.66 1.44
C 1.88 -4.36 0.66
C 2.66 -5.24 1.46
C 2.17 -5.12 2.72
H 0.54 -3.84 3.46
H 0.20 -3.01 1.11
H 1.98 -4.32 -0.41
H 3.49 -5.84 1.11
H 2.43 -5.52 3.68
N 4.49 7.00 0.79
C 3.93 7.15 2.05
C 3.34 5.93 2.34
C 3.20 5.25 1.18
C 3.95 5.84 0.23
H 5.15 7.66 0.39
H 4.31 7.91 2.72
H 3.03 5.74 3.36
H 2.68 4.32 0.98
H 4.08 5.66 -0.83
N -2.88 0.80 -5.45
C -3.23 -0.37 -4.84
C -3.41 -0.23 -3.50
C -3.14 1.10 -3.23
C -2.70 1.69 -4.37
H -2.87 0.99 -6.44
H -3.30 -1.24 -5.48
H -3.69 -1.03 -2.84
H -3.01 1.59 -2.28
H -2.21 2.65 -4.49
N 4.35 -2.13 -2.78
C 4.54 -3.22 -3.55
C 3.45 -3.97 -3.59
C 2.42 -3.20 -2.98
C 3.02 -2.04 -2.44
H 5.04 -1.41 -2.61
H 5.51 -3.42 -3.98
H 3.38 -4.97 -3.99
H 1.39 -3.52 -2.91
H 2.53 -1.19 -1.99
N -1.21 3.34 -0.54
C -1.09 4.43 -1.38
C -2.22 5.20 -1.32
C -3.03 4.59 -0.32
C -2.42 3.41 0.07
H -0.49 2.63 -0.47
H -0.14 4.57 -1.87
H -2.50 6.14 -1.77
H -3.99 4.94 0.04
H -2.69 2.58 0.71
N 5.38 0.13 0.40
C 6.06 -0.22 -0.67
C 5.80 0.70 -1.71
C 4.93 1.66 -1.21
C 4.66 1.28 0.17
H 5.21 -0.42 1.23
H 6.69 -1.10 -0.67
H 6.21 0.76 -2.71
H 4.49 2.52 -1.70
H 4.07 1.64 1.01
N 3.88 -1.92 2.34
C 3.55 -0.77 3.07
C 4.63 -0.24 3.75
C 5.63 -1.21 3.54
C 5.19 -2.16 2.62
H 3.37 -2.43 1.63
H 2.53 -0.40 3.04
H 4.71 0.62 4.40
H 6.63 -1.24 3.94
H 5.75 -3.00 2.23

#Q
Formula: C56H70N14
Source: the Open Molecules 2025 dataset
Level of theory: wB97M-V/def2-TZVPD

Results
Frontier orbital gap (Ha): 0.2939

Element x y z (Å)
N -1.84 4.85 27.51
C -3.05 4.30 27.09
C -2.99 2.96 27.35
C -1.75 2.70 27.96
C -1.09 3.89 28.08
H -1.60 5.83 27.41
H -3.80 4.94 26.66
H -3.76 2.22 27.21
H -1.44 1.73 28.32
H -0.11 4.12 28.48
N -5.87 6.48 24.55
C -4.74 6.96 24.05
C -4.06 7.68 24.95
C -4.89 7.64 26.13
C -5.95 6.85 25.84
H -6.66 6.14 24.03
H -4.59 6.89 22.98
H -3.14 8.25 24.85
H -4.68 8.19 27.03
H -6.85 6.62 26.39
N -2.11 -1.74 20.28
C -2.84 -2.65 20.95
C -4.06 -2.74 20.36
C -4.13 -1.84 19.30
C -2.90 -1.20 19.27
H -1.12 -1.56 20.40
H -2.49 -3.19 21.82
H -4.84 -3.41 20.70
H -4.97 -1.67 18.65
H -2.52 -0.39 18.66
N -7.36 5.72 21.57
C -8.23 6.53 22.30
C -8.69 5.73 23.33
C -8.12 4.44 23.16
C -7.30 4.46 22.10
H -6.83 5.98 20.75
H -8.36 7.57 22.06
H -9.29 6.11 24.15
H -8.26 3.60 23.82
H -6.69 3.74 21.57
N -3.16 -1.61 26.13
C -1.87 -1.19 26.29
C -1.04 -1.82 25.34
C -1.84 -2.81 24.70
C -3.08 -2.65 25.17
H -3.97 -1.33 26.68
H -1.79 -0.35 26.97
H 0.02 -1.59 25.26
H -1.58 -3.52 23.94
H -3.98 -3.18 24.87
N 1.41 2.07 24.94
C 1.16 1.84 26.29
C 1.55 0.53 26.47
C 2.14 0.01 25.32
C 2.09 1.01 24.42
H 1.16 2.92 24.48
H 0.59 2.56 26.86
H 1.47 -0.12 27.33
H 2.51 -1.00 25.17
H 2.43 0.96 23.39
N -5.84 0.44 23.97
C -6.28 -0.88 23.95
C -7.56 -0.87 24.51
C -7.79 0.44 24.94
C -6.68 1.17 24.67
H -4.92 0.69 23.64
H -5.70 -1.67 23.49
H -8.27 -1.69 24.46
H -8.72 0.81 25.34
H -6.45 2.20 24.90
N -8.38 1.94 29.59
C -8.68 2.33 28.33
C -7.87 3.41 28.01
C -6.91 3.55 28.99
C -7.32 2.72 30.04
H -9.07 1.36 30.05
H -9.54 1.90 27.85
H -7.97 4.01 27.12
H -6.14 4.30 29.08
H -6.98 2.65 31.07
N -4.59 4.78 19.56
C -4.29 6.07 19.29
C -5.42 6.58 18.59
C -6.25 5.53 18.22
C -5.78 4.43 18.92
H -4.00 4.11 20.03
H -3.35 6.49 19.63
H -5.53 7.63 18.40
H -7.15 5.74 17.65
H -6.11 3.41 19.02
N 0.92 -2.45 21.21
C 1.06 -1.85 20.00
C 0.95 -0.48 20.14
C 0.72 -0.24 21.52
C 0.83 -1.42 22.19
H 0.98 -3.44 21.36
H 1.20 -2.50 19.15
H 0.94 0.30 19.39
H 0.54 0.74 21.94
H 0.90 -1.61 23.26
N -2.32 1.98 24.29
C -2.10 1.03 23.28
C -2.76 1.39 22.14
C -3.64 2.39 22.57
C -3.44 2.66 23.93
H -1.81 2.08 25.15
H -1.38 0.23 23.42
H -2.70 0.86 21.20
H -4.48 2.78 22.01
H -3.91 3.31 24.66
N 1.21 5.09 22.86
C 1.64 5.50 24.06
C 0.71 5.44 25.05
C -0.46 5.17 24.35
C -0.15 4.95 23.00
H 1.76 4.85 22.05
H 2.70 5.67 24.18
H 0.77 5.53 26.12
H -1.51 5.20 24.62
H -0.77 4.66 22.16
N -1.14 2.88 17.55
C -1.30 4.19 17.77
C -1.20 4.24 19.20
C -1.05 3.00 19.79
C -1.04 2.10 18.69
H -0.94 2.49 16.64
H -1.27 4.91 16.96
H -1.27 5.14 19.78
H -0.71 2.79 20.79
H -0.84 1.05 18.54
N -7.78 0.67 21.58
C -9.06 0.93 21.27
C -9.21 0.75 19.90
C -8.01 0.33 19.37
C -7.07 0.34 20.45
H -7.44 0.58 22.53
H -9.70 1.24 22.09
H -10.11 0.89 19.32
H -7.83 0.07 18.34
H -6.03 0.07 20.59

Structures ranked by computed energy, the most stable listed first: #Q, #P.